1.
DFT (wB97M-V/def2-TZVPD) results for a gas-phase ion, C8H18NS (charge +1).

Values from the calculation:
Multiplicity ... 3
⟨S²⟩ ... 2.01
Charge ... +1
Gap between HOMO and LUMO (spin up / spin down) ... 9.35 / 8.04 eV
Energy above the lowest of the compared OMol25 structures with the same formula, charge and spin ... 0.0000 eV
Highest occupied orbital energy (spin up / spin down) ... -11.75 / -14.86 eV

Structure (XYZ):
```
28
Properties=species:S:1:pos:R:3:forces:R:3:lowdin_spin:R:1
C -1.57904 -0.30743 0.90323 1.6 1.0 -1.8 0.65
C -1.26798 2.59885 -0.03218 -1.1 -1.3 3.6 0.01
C 0.43633 -2.16829 -0.54552 0.8 3.0 1.8 0.00
C 1.94758 -0.13857 -0.56529 -2.1 0.1 -2.6 0.01
C 1.11856 -1.13856 1.65188 -2.2 -0.5 -1.8 0.01
C -1.02330 -0.03897 -1.37440 0.2 2.7 -1.6 0.04
C -0.14177 1.62149 0.28416 -0.4 2.0 1.4 0.02
C 0.73382 -0.82946 0.15089 2.0 0.5 -0.7 0.03
N -0.47241 0.17055 -0.04330 -0.5 -1.5 1.5 0.07
S -2.85797 -1.20594 0.32096 -0.5 -0.2 0.5 1.10
H -1.24235 -0.00755 1.84113 -0.6 -0.1 1.9 0.03
H -1.38225 2.73846 -1.03104 -0.6 0.6 -2.8 0.00
H -2.22175 2.40899 0.51378 0.4 -0.6 -0.8 0.00
H -1.04808 3.50818 0.47263 0.8 1.1 -0.1 0.00
H 0.35503 -2.01029 -1.55422 -0.5 -0.4 -2.4 0.00
H 1.24148 -2.76088 -0.30991 2.1 -1.5 0.2 0.00
H -0.32580 -2.55122 0.02041 -2.6 -1.4 0.5 0.00
H 2.08328 -0.37257 -1.68590 -0.9 0.6 1.5 0.00
H 2.80313 -0.52809 -0.22427 3.2 -2.0 1.7 0.00
H 2.13366 0.90781 -0.39288 -0.5 0.3 0.0 0.00
H 0.70748 -0.34016 2.22402 0.7 0.7 1.0 0.00
H 0.63514 -2.07400 2.02587 0.3 0.7 -0.5 0.00
H 2.16955 -1.28422 1.60664 0.8 0.2 0.7 0.00
H -0.41603 0.16645 -2.23180 1.6 -0.1 0.0 0.00
H -1.39176 -0.99682 -1.51843 -0.8 -1.7 0.0 0.02
H -1.74784 0.71481 -1.59276 -1.2 0.2 0.5 0.00
H 0.09097 1.85922 1.40829 -0.1 -1.5 -2.0 0.00
H 0.66233 2.05824 -0.32202 0.1 -1.1 0.3 0.00
```
Forces are in eV/Å.

2.
DFT (wB97M-V/def2-TZVPD) results for 2 unconnected molecules or ions with the total composition C8H18O.

Values from the calculation:
Charge ... 0
Gap between HOMO and LUMO ... 10.30 eV
Energy above the lowest of the compared OMol25 structures with the same formula, charge and spin ... 1.1166 eV
Highest occupied orbital energy ... -9.46 eV

Structure (XYZ):
```
27
Properties=species:S:1:pos:R:3:forces:R:3:mulliken_charge:R:1
C -0.54279 1.55422 -0.82789 -0.4 -0.4 0.4 -1.12
C -0.83559 0.63259 0.08427 -0.5 0.4 -0.5 -0.46
C -1.59662 -0.63501 -0.22582 -0.2 -0.1 0.4 1.66
C -3.09087 -0.26732 -0.16702 0.2 -0.1 -0.1 -1.73
C -1.30053 -1.74560 0.78974 0.1 0.2 -0.2 -1.64
O -1.24465 -1.06008 -1.53487 0.0 0.0 -0.2 -0.58
H -0.21141 2.54021 -0.55059 0.2 0.1 0.1 0.45
H -0.69160 1.35317 -1.87581 0.0 0.0 -0.2 0.32
H -0.73298 0.84331 1.13965 0.1 0.1 0.1 0.44
H -3.33780 0.15185 0.80488 -0.1 0.0 0.1 0.39
H -3.71196 -1.14696 -0.33418 -0.1 -0.1 0.0 0.46
H -3.31562 0.47068 -0.93346 0.0 0.1 0.0 0.34
H -0.25953 -2.04688 0.72594 0.1 0.0 0.0 0.25
H -1.51099 -1.40420 1.80094 0.0 0.0 0.1 0.36
H -1.92194 -2.61590 0.58431 -0.1 -0.1 0.0 0.47
H -1.77762 -1.83158 -1.75339 0.0 0.0 0.0 0.36
C 2.60536 1.73784 0.08259 -0.3 0.2 -0.2 -1.06
C 2.37281 0.45357 0.84620 -0.5 -1.1 -0.9 -0.15
C 2.11260 -0.75604 -0.13347 0.9 0.7 0.7 -1.05
H 3.55988 1.71409 -0.43925 0.1 0.0 -0.1 0.38
H 2.58571 2.60318 0.74586 0.1 0.1 0.0 0.29
H 1.79999 1.86912 -0.65422 0.5 0.0 0.2 0.17
H 1.51360 0.55373 1.50806 0.0 0.0 0.1 0.17
H 3.24311 0.20676 1.45950 -0.1 0.0 0.1 0.40
H 2.98086 -0.83067 -0.78580 0.2 -0.2 0.0 0.43
H 1.26390 -0.67212 -0.80538 -0.2 0.2 0.3 0.23
H 2.04467 -1.67196 0.44920 -0.1 -0.2 -0.1 0.22
```
Forces are in eV/Å.

3.
DFT (wB97M-V/def2-TZVPD) results for a molecular structure, C8H18O14P2Pt.

Values from the calculation:
Multiplicity ... 4
⟨S²⟩ ... 3.76
Charge ... -1
Gap between HOMO and LUMO (spin up / spin down) ... 6.01 / 6.59 eV
Highest occupied orbital energy (spin up / spin down) ... -3.70 / -4.59 eV

Structure (XYZ):
```
43
Properties=species:S:1:pos:R:3:forces:R:3:lowdin_spin:R:1
Pt 0.21868 1.49969 1.72302 0.0 1.5 1.5 1.71
C -2.25781 1.99738 2.22815 -4.4 -0.8 1.2 0.02
O -3.42825 2.03417 2.62340 -1.3 0.9 -1.1 0.07
O -1.79571 2.01014 1.07017 0.6 0.5 -4.7 0.14
O -1.40432 1.72523 3.07489 4.8 -1.1 4.4 0.26
C 2.51972 2.32456 2.87783 2.8 1.9 2.5 0.02
O 3.46219 2.81627 3.49854 0.5 -0.3 -0.1 0.09
O 2.08833 1.18750 2.83541 -0.1 -8.0 1.3 0.19
O 1.71776 2.97744 2.19926 -3.3 5.8 -4.1 0.38
C 0.18531 3.85873 -1.99498 -0.6 2.0 1.6 0.00
O 0.16432 2.60939 -2.61050 0.1 -2.3 0.3 0.00
P 0.72149 1.28984 -1.83648 1.1 1.8 -0.6 0.01
O 0.83851 1.45312 -0.39324 0.6 0.3 -0.7 0.05
O -0.08822 0.02310 -2.24590 -0.9 0.2 -0.7 0.00
C -1.50913 0.05640 -2.09717 -2.0 -0.3 -1.2 0.00
O 2.09658 1.03238 -2.60817 -0.1 0.7 0.5 0.00
C 3.34315 1.55163 -2.04233 0.7 -2.5 0.0 0.00
H -0.11302 3.90657 -0.94770 -0.5 -1.0 0.2 0.00
H -0.54227 4.50060 -2.49170 0.3 0.0 -0.3 0.00
H 1.14426 4.36225 -1.87251 0.5 -0.3 -1.0 0.00
H -2.04588 0.65616 -2.83221 0.9 1.2 -0.2 0.00
H -1.94192 0.35310 -1.14179 0.8 -0.2 0.4 0.00
H -1.95033 -0.86120 -2.48634 0.7 -0.8 0.9 0.00
H 3.77703 2.49533 -2.37291 -1.1 0.3 0.0 0.00
H 4.04168 0.79809 -2.40612 0.3 0.1 -0.2 0.00
H 3.37637 1.34306 -0.97298 -0.4 0.9 0.1 0.00
C 1.57993 -2.68202 -0.69810 0.0 1.1 -1.4 0.00
O 0.66622 -3.03709 0.27406 -3.0 -0.1 2.8 0.00
P -0.56460 -2.14099 0.92295 1.2 -0.7 0.4 0.00
O -0.22682 -0.73992 1.20633 -0.4 -1.2 -0.6 0.04
O -0.94972 -2.88297 2.33785 -0.1 0.2 -1.2 0.00
C -0.81377 -4.28829 2.53891 1.2 -1.3 -0.7 0.00
O -1.71015 -2.39772 -0.16878 -0.8 -0.3 0.3 0.00
C -3.14363 -2.09406 -0.04302 0.2 1.3 0.7 0.00
H 1.44841 -1.62871 -0.94578 0.5 0.2 0.1 0.00
H 1.31189 -3.20790 -1.61446 0.3 -0.3 -0.1 0.00
H 2.59598 -2.90169 -0.37025 -0.1 0.0 0.0 0.00
H -0.05940 -4.57366 3.27211 0.7 0.9 -0.1 0.00
H -0.50809 -4.71761 1.58478 0.0 -0.4 0.1 0.00
H -1.59832 -4.92268 2.95135 -1.3 1.1 -0.4 0.00
H -3.50416 -1.37983 -0.78329 0.6 -0.5 -0.9 0.00
H -3.34629 -1.43847 0.80386 0.3 -0.6 0.8 0.00
H -3.79599 -2.96729 -0.04617 0.6 -0.2 0.1 0.00
```
Forces are in eV/Å.

4.
DFT (wB97M-V/def2-TZVPD) results for 3 unconnected molecules or ions with the total composition C8H18O2.

Values from the calculation:
Charge ... 0
Gap between HOMO and LUMO ... 7.22 eV
Energy above the lowest of the compared OMol25 structures with the same formula, charge and spin ... 4.9116 eV
Highest occupied orbital energy ... -6.52 eV

Structure (XYZ):
```
28
Properties=species:S:1:pos:R:3:forces:R:3:mulliken_charge:R:1
C -1.00490 0.34988 0.55123 -4.8 -1.5 -0.6 -0.46
C -0.26671 -0.55811 -0.22646 4.2 1.6 0.8 1.56
C 1.46945 0.49141 0.57196 -0.5 -1.5 -0.9 0.57
C -2.84995 -0.70352 -0.12629 0.6 0.7 0.8 -1.16
C -0.16459 -0.36971 -1.71572 -0.3 0.1 0.4 -1.76
C -0.07690 -1.96411 0.27331 0.0 0.2 0.1 -1.69
C 1.43722 1.98164 0.80705 -0.2 0.0 0.0 -1.37
C 2.58522 0.08590 -0.35791 0.2 0.1 0.2 -1.45
O -0.97643 0.23768 1.90080 0.2 0.2 -0.7 -0.40
O -1.39460 1.58400 0.14097 0.8 0.4 -0.1 -0.50
H -1.63415 0.84599 2.26118 0.0 0.0 -0.1 0.47
H -1.65122 1.53988 -0.79463 0.0 -0.1 0.4 0.39
H 1.49102 -0.06335 1.50814 0.0 0.0 0.0 0.33
H -2.75864 -1.62495 -0.69508 0.2 -0.1 0.0 0.37
H -3.50142 -0.02190 -0.67789 0.0 0.2 0.1 0.32
H -3.26325 -0.91908 0.85684 -0.2 0.0 0.0 0.33
H -1.03431 -0.80411 -2.20808 -0.1 -0.1 0.0 0.39
H -0.11216 0.68254 -1.98938 0.1 0.1 -0.1 0.45
H 0.72579 -0.87430 -2.08988 0.0 0.1 0.0 0.40
H -0.36805 -2.07438 1.31463 0.0 0.1 0.0 0.32
H 0.96947 -2.25988 0.17939 0.0 0.0 -0.1 0.36
H -0.67158 -2.65294 -0.32685 -0.1 0.0 0.0 0.45
H 1.20266 2.52793 -0.10938 -0.1 0.1 0.1 0.25
H 2.42257 2.33261 1.14574 0.0 -0.2 -0.1 0.46
H 0.73784 2.25911 1.59486 -0.1 0.1 -0.2 0.32
H 2.50657 0.59171 -1.32275 0.0 0.0 0.0 0.29
H 3.55689 0.36895 0.07022 0.0 0.0 -0.1 0.43
H 2.62415 -0.98889 -0.53603 0.0 0.0 0.0 0.31
```
Forces are in eV/Å.

5.
DFT (wB97M-V/def2-TZVPD) results for a single C8H18O2 molecule.

Values from the calculation:
Charge ... 0
Gap between HOMO and LUMO ... 10.71 eV
Energy above the lowest of the compared OMol25 structures with the same formula, charge and spin ... 0.5324 eV
Highest occupied orbital energy ... -9.93 eV

Structure (XYZ):
```
28
Properties=species:S:1:pos:R:3:forces:R:3:mulliken_charge:R:1
C 1.62839 1.55719 0.11429 0.0 -0.2 0.2 -1.67
C 1.48188 0.03702 0.12861 -0.2 0.2 0.0 0.31
C 1.91002 -0.52529 -1.22624 0.0 0.0 0.3 -1.43
C 0.12916 -0.48306 0.68660 0.0 -0.4 -0.3 1.12
C 0.11344 -2.01982 0.58934 -0.1 0.3 0.1 -2.26
O 0.16710 -0.13315 2.06317 0.0 0.0 0.3 -0.67
C -1.22391 0.07903 0.11856 0.2 0.5 -0.3 1.57
C -1.46071 1.55657 0.46429 0.1 -0.3 0.1 -1.74
C -1.42130 -0.11683 -1.38558 0.1 -0.1 0.3 -1.83
O -2.20510 -0.68888 0.82697 -0.2 -0.2 0.1 -0.60
H 2.68175 1.81290 0.01583 0.1 0.1 0.0 0.52
H 1.26084 1.98258 1.04184 0.0 0.2 0.1 0.34
H 1.10052 1.99933 -0.72643 -0.1 0.1 -0.1 0.21
H 2.19546 -0.33304 0.87486 -0.1 0.0 0.0 0.48
H 1.23399 -0.22785 -2.02128 -0.1 0.0 -0.2 0.22
H 1.97661 -1.60837 -1.21318 0.0 -0.1 -0.1 0.35
H 2.89777 -0.13569 -1.46555 0.1 0.0 -0.1 0.45
H 1.02550 -2.41161 1.03267 0.1 0.0 0.0 0.43
H 0.03991 -2.36061 -0.43715 0.0 -0.1 -0.1 0.40
H -0.73705 -2.40904 1.14241 0.0 -0.1 0.0 0.48
H -0.65824 -0.45402 2.44842 0.0 0.0 0.0 0.53
H -2.52750 1.77154 0.39289 -0.1 0.0 -0.1 0.47
H -0.93963 2.21700 -0.21795 0.0 0.1 -0.1 0.34
H -1.13660 1.76366 1.48021 0.0 0.1 0.0 0.37
H -1.27895 -1.15467 -1.67057 0.0 -0.1 -0.1 0.36
H -2.43855 0.17225 -1.65169 -0.1 0.0 0.0 0.49
H -0.73728 0.50890 -1.94868 0.1 0.1 -0.1 0.32
H -3.07750 -0.39605 0.54333 0.0 0.0 0.1 0.43
```
Forces are in eV/Å.

6.
DFT (wB97M-V/def2-TZVPD) results for 2 unconnected molecules or ions with the total composition C8H18O2P.

Values from the calculation:
Charge ... -1
Gap between HOMO and LUMO ... 5.48 eV
Energy above the lowest of the compared OMol25 structures with the same formula, charge and spin ... 3.1490 eV
Highest occupied orbital energy ... -2.87 eV

Structure (XYZ):
```
29
Properties=species:S:1:pos:R:3:forces:R:3:mulliken_charge:R:1
C 1.66301 1.59493 0.55032 -0.6 -2.3 -0.8 -1.04
C 3.02247 -0.61766 0.91709 0.5 4.5 -0.5 -1.49
C 3.56738 0.85610 -1.01047 0.4 0.9 -1.9 -1.56
C -3.91729 -0.67557 0.54997 0.2 -1.2 0.7 -1.31
C -2.41643 -0.68541 -1.60045 -0.8 2.6 1.2 -1.74
C -1.31848 -1.14616 0.50276 -1.3 -1.7 3.1 -1.33
C 2.32535 0.35105 -0.16604 2.1 -0.1 0.3 1.34
C -2.52557 -0.41720 -0.02140 1.4 3.0 -2.4 1.40
O -2.22653 1.88323 1.65068 -0.3 0.0 0.8 -0.45
O 1.50673 -0.31678 -0.93556 -1.6 -0.3 -0.7 -0.89
P -2.08668 1.53248 0.23302 -0.1 -1.6 -1.4 0.29
H 0.61336 1.17604 0.70203 1.2 1.1 0.2 -0.12
H 2.19758 1.85856 1.44660 -0.1 0.3 0.6 0.31
H 1.72678 2.37310 -0.18936 -0.5 0.6 -0.1 0.38
H 2.26626 -0.64867 1.69527 0.3 -1.0 0.3 0.39
H 3.88960 0.12054 1.16050 -1.0 -2.0 0.6 0.22
H 3.33185 -1.44073 0.31472 0.1 -1.0 0.3 0.45
H 4.57522 1.00736 -0.58441 -0.5 0.3 0.6 0.34
H 3.80645 0.10064 -1.77679 -0.5 -0.1 0.2 0.40
H 3.33763 1.78457 -1.63816 0.1 -0.9 0.8 0.31
H -4.61947 -0.92137 -0.25262 0.0 0.1 0.1 0.32
H -3.79660 -1.60265 1.16552 -0.5 0.6 -0.2 0.31
H -4.38247 0.11214 1.19800 0.7 -0.5 -0.5 0.31
H -1.43745 -0.50282 -2.06936 -0.1 -0.1 0.6 0.33
H -3.14917 -0.03637 -2.08859 0.0 0.1 -0.3 0.46
H -2.75196 -1.65659 -1.77934 -0.3 -1.9 -0.3 0.54
H -1.40409 -1.08676 1.67543 0.4 -0.6 -1.9 0.32
H -1.46817 -2.21941 0.11616 0.7 1.2 0.9 0.37
H -0.32931 -0.77657 0.23450 0.1 0.1 -0.6 0.16
```
Forces are in eV/Å.

Q: charge of number 5 (C8H18O2)?
A: 0

Repeat the first record exactly.
DFT (wB97M-V/def2-TZVPD) results for a gas-phase ion, C8H18NS (charge +1).

Values from the calculation:
Multiplicity ... 3
⟨S²⟩ ... 2.01
Charge ... +1
Gap between HOMO and LUMO (spin up / spin down) ... 9.35 / 8.04 eV
Energy above the lowest of the compared OMol25 structures with the same formula, charge and spin ... 0.0000 eV
Highest occupied orbital energy (spin up / spin down) ... -11.75 / -14.86 eV

Structure (XYZ):
```
28
Properties=species:S:1:pos:R:3:forces:R:3:lowdin_spin:R:1
C -1.57904 -0.30743 0.90323 1.6 1.0 -1.8 0.65
C -1.26798 2.59885 -0.03218 -1.1 -1.3 3.6 0.01
C 0.43633 -2.16829 -0.54552 0.8 3.0 1.8 0.00
C 1.94758 -0.13857 -0.56529 -2.1 0.1 -2.6 0.01
C 1.11856 -1.13856 1.65188 -2.2 -0.5 -1.8 0.01
C -1.02330 -0.03897 -1.37440 0.2 2.7 -1.6 0.04
C -0.14177 1.62149 0.28416 -0.4 2.0 1.4 0.02
C 0.73382 -0.82946 0.15089 2.0 0.5 -0.7 0.03
N -0.47241 0.17055 -0.04330 -0.5 -1.5 1.5 0.07
S -2.85797 -1.20594 0.32096 -0.5 -0.2 0.5 1.10
H -1.24235 -0.00755 1.84113 -0.6 -0.1 1.9 0.03
H -1.38225 2.73846 -1.03104 -0.6 0.6 -2.8 0.00
H -2.22175 2.40899 0.51378 0.4 -0.6 -0.8 0.00
H -1.04808 3.50818 0.47263 0.8 1.1 -0.1 0.00
H 0.35503 -2.01029 -1.55422 -0.5 -0.4 -2.4 0.00
H 1.24148 -2.76088 -0.30991 2.1 -1.5 0.2 0.00
H -0.32580 -2.55122 0.02041 -2.6 -1.4 0.5 0.00
H 2.08328 -0.37257 -1.68590 -0.9 0.6 1.5 0.00
H 2.80313 -0.52809 -0.22427 3.2 -2.0 1.7 0.00
H 2.13366 0.90781 -0.39288 -0.5 0.3 0.0 0.00
H 0.70748 -0.34016 2.22402 0.7 0.7 1.0 0.00
H 0.63514 -2.07400 2.02587 0.3 0.7 -0.5 0.00
H 2.16955 -1.28422 1.60664 0.8 0.2 0.7 0.00
H -0.41603 0.16645 -2.23180 1.6 -0.1 0.0 0.00
H -1.39176 -0.99682 -1.51843 -0.8 -1.7 0.0 0.02
H -1.74784 0.71481 -1.59276 -1.2 0.2 0.5 0.00
H 0.09097 1.85922 1.40829 -0.1 -1.5 -2.0 0.00
H 0.66233 2.05824 -0.32202 0.1 -1.1 0.3 0.00
```
Forces are in eV/Å.